[1]
Molecular formula: C4H5N3O
Method: DFT, ωB97M-V/def2-TZVPD

Its net charge is 0. The calculation puts the HOMO energy at -7.90 eV. The energy above the lowest of the compared OMol25 structures with the same formula, charge and spin is 80.8 kcal per mole. Its total energy is -10744.10997 eV. As for the SMILES: Nc1cncc(O)n1. The multiplicity is 1.

Positions of all 13 atoms, in Å:
C -0.84 -0.51 0.20
C 0.36 -1.20 0.65
C 1.78 0.07 -0.47
C 0.65 0.81 -0.92
H -2.67 0.25 0.91
H -2.63 -1.21 1.54
H -0.09 -2.00 1.33
H 2.89 0.39 -0.65
H 0.50 2.51 -1.95
N -1.95 -0.52 1.11
N 1.61 -1.01 0.37
N -0.67 0.66 -0.60
O 1.07 1.77 -1.52

Löwdin atomic charges, in units of e:
1. C -0.294
2. C -0.182
3. C -0.071
4. C -0.519
5. H 0.107
6. H 0.117
7. H 0.116
8. H 0.148
9. H 0.208
10. N 0.039
11. N 0.065
12. N 0.165
13. O 0.103

***

[2]
Molecular formula: C4H5N3O
Method: DFT, ωB97M-V/def2-TZVPD

Its net charge is 0. The calculation puts the HOMO energy at -7.05 eV. The energy above the lowest of the compared OMol25 structures with the same formula, charge and spin is 166.9 kcal per mole. Its total energy is -10740.37599 eV. As for the SMILES: C1=C2CNN=C2ON1. The multiplicity is 1.

Positions of all 13 atoms, in Å:
C -1.22 0.72 0.04
C 0.07 -1.08 0.01
C 1.50 0.69 -0.20
C 0.22 0.34 0.22
H -1.77 1.27 0.85
H -1.29 1.57 -0.98
H -2.90 -0.58 0.02
H 2.75 -0.13 0.73
H 2.07 1.60 -0.14
N -1.87 -0.56 -0.27
N -1.14 -1.68 -0.03
N 2.29 -0.50 -0.23
O 1.30 -1.66 -0.01

Löwdin atomic charges, in units of e:
1. C -0.164
2. C -0.351
3. C -0.062
4. C -0.140
5. H 0.107
6. H 0.181
7. H 0.150
8. H 0.179
9. H 0.117
10. N -0.164
11. N 0.096
12. N 0.040
13. O 0.011

***

[3]
Molecular formula: C4H5N3O
Method: DFT, ωB97M-V/def2-TZVPD

Its net charge is 0. The calculation puts the HOMO energy at -9.95 eV. The energy above the lowest of the compared OMol25 structures with the same formula, charge and spin is 87.4 kcal per mole. Its total energy is -10743.82352 eV. As for the SMILES: O[C@H]1C[C@@]12N=CN=N2. The multiplicity is 1.

Positions of all 13 atoms, in Å:
C -2.10 0.83 0.26
C -0.28 -0.17 0.12
C 1.00 -0.84 0.63
C 1.14 -0.11 -0.64
N -2.33 -0.34 -0.43
N -1.26 -1.00 -0.46
N -0.86 0.99 0.64
O 2.00 0.88 -0.95
H -2.80 1.63 0.42
H 1.51 -0.62 1.56
H 0.85 -1.94 0.45
H 0.98 -0.70 -1.44
H 2.14 1.39 -0.15

Löwdin atomic charges, in units of e:
1. C -0.202
2. C -0.463
3. C 0.009
4. C -0.258
5. N 0.022
6. N 0.093
7. N 0.150
8. O 0.074
9. H 0.104
10. H 0.122
11. H 0.132
12. H 0.107
13. H 0.110

***

[4]
Molecular formula: C4H5N3O
Method: DFT, ωB97M-V/def2-TZVPD

Its net charge is 0. The calculation puts the HOMO energy at -8.41 eV. The energy above the lowest of the compared OMol25 structures with the same formula, charge and spin is 134.7 kcal per mole. Its total energy is -10741.77383 eV. The multiplicity is 1.

Positions of all 13 atoms, in Å:
C 1.08 -0.22 -0.09
C -0.85 0.57 -0.23
C -1.60 -1.25 0.08
C -0.22 -0.64 -0.10
H 2.84 -0.86 0.78
H 2.08 -1.95 -0.60
H 1.85 1.50 -0.40
H -1.72 -1.70 1.03
H -2.23 -1.60 -0.93
N 2.28 -1.01 0.01
N 1.14 1.12 0.18
N -0.12 1.68 -0.03
O -2.05 0.16 0.13

Löwdin atomic charges, in units of e:
1. C -0.322
2. C -0.417
3. C -0.015
4. C -0.086
5. H 0.035
6. H 0.170
7. H 0.129
8. H 0.107
9. H 0.189
10. N 0.079
11. N 0.027
12. N 0.095
13. O 0.009

***

[5]
Molecular formula: C4H5N3O
Method: DFT, ωB97M-V/def2-TZVPD

Its net charge is 0. The calculation puts the HOMO energy at -9.78 eV. The energy above the lowest of the compared OMol25 structures with the same formula, charge and spin is 155.0 kcal per mole. Its total energy is -10740.89400 eV. As for the SMILES: N#C[C@@H]1CN1/C=N/O. The multiplicity is 1.

Positions of all 13 atoms, in Å:
C 1.16 -0.02 0.25
C -0.87 1.15 -0.52
C -1.41 0.17 0.45
C -2.35 -0.92 0.13
H 3.67 -1.69 -0.42
H 1.30 0.58 1.18
H -0.80 2.16 0.14
H -1.27 1.22 -1.72
H -1.21 0.44 1.48
N 1.98 -0.78 -0.48
N -0.16 -0.08 -0.34
N -3.31 -1.50 -0.24
O 3.25 -0.74 0.08

Löwdin atomic charges, in units of e:
1. C -0.132
2. C -0.155
3. C -0.261
4. C -0.145
5. H 0.221
6. H 0.144
7. H 0.156
8. H 0.183
9. H 0.126
10. N -0.025
11. N -0.089
12. N 0.139
13. O -0.163

***

[6]
Molecular formula: C4H5N3O
Method: DFT, ωB97M-V/def2-TZVPD

Its net charge is 0. The calculation puts the HOMO energy at -8.77 eV. The energy above the lowest of the compared OMol25 structures with the same formula, charge and spin is 108.3 kcal per mole. Its total energy is -10742.91714 eV. As for the SMILES: [H]/N=C\n1cc(O)cn1. The multiplicity is 1.

Positions of all 13 atoms, in Å:
C -1.28 0.81 -0.40
C -1.46 -0.56 -0.04
C 1.94 -0.54 0.26
C 0.10 0.91 -0.51
H -3.06 1.98 -0.18
H -2.34 -1.32 -0.19
H 2.83 0.08 0.29
H 1.80 -2.29 1.20
H 0.65 1.92 -0.50
N -0.22 -1.14 0.01
N 0.62 -0.23 -0.17
N 2.37 -1.56 0.81
O -1.95 1.94 -0.59

Löwdin atomic charges, in units of e:
1. C -0.370
2. C -0.051
3. C -0.214
4. C -0.047
5. H 0.265
6. H 0.140
7. H 0.120
8. H 0.051
9. H 0.169
10. N 0.043
11. N -0.189
12. N 0.119
13. O -0.036

***

> Which formula does entry 3 have?

C4H5N3O